{
  "formula": "C5H6N",
  "method": "ωB97M-V/def2-TZVPD",
  "total_charge": 1,
  "relative_energy_kj_mol": 736.0,
  "orbital_gap_ev": 7.70,
  "spin_multiplicity": 1,
  "e_tot_ev": -6757.550,
  "symbols": ["H", "H", "H", "C", "C", "C", "N", "C", "C", "H", "H", "H"],
  "xyz": [[-2.06984, 0.29752, -0.61948], [-2.18431, -1.22019, 0.25668], [0.32695, 1.98786, -0.11408], [1.58139, -0.87310, 0.48097], [2.04152, 0.41714, 0.03155], [-0.22462, -0.02801, 0.47030], [0.49517, -1.33254, 0.58441], [-1.71055, -0.20220, 0.29572], [0.63176, 0.94126, 0.07142], [-2.35080, -0.00999, 1.14596], [3.08297, 0.92776, -0.06756], [2.53547, 0.21689, -1.56981]],
  "forces_ev_per_angstrom": [[0.3, 0.2, 0.6], [1.8, 0.1, -0.7], [0.4, -0.8, 0.0], [0.2, -0.2, -0.4], [2.9, 0.5, -4.7], [-1.8, -0.2, -1.6], [1.5, -0.9, 0.7], [-1.3, -0.7, 0.1], [-0.4, 1.4, 0.3], [0.3, 1.5, 0.6], [-2.1, -0.8, 1.7], [-1.8, -0.1, 3.4]],
  "nbo_charge": [0.27, 0.29, 0.28, 0.69, -0.53, 0.21, -0.28, -0.70, -0.22, 0.28, 0.37, 0.35]
}